Computed, not measured: a structure of composition C60H50N5O2PdSSiTe, with the ωB97M-V functional and the def2-TZVPD basis.

XYZ file:
```
121
Properties=species:S:1:pos:R:3:forces:R:3:lowdin_charge:R:1
Pd 0.286 -1.264 -0.297 0.23 -0.33 -0.18 0.291
S 0.827 -3.280 0.706 0.15 0.20 -0.10 0.535
C 1.973 -2.968 1.995 -0.02 0.22 0.13 -0.768
N 2.613 -3.967 2.474 0.04 -0.15 -0.05 0.007
N 3.444 -3.710 3.584 0.10 0.12 -0.04 -0.020
C 2.906 -3.521 4.856 -0.05 -0.05 0.03 -0.273
C 1.553 -3.268 5.090 0.03 0.01 -0.01 -0.042
C 1.102 -3.050 6.384 -0.02 0.00 0.01 -0.097
C 1.968 -3.083 7.467 0.00 -0.01 -0.02 -0.125
C 3.312 -3.349 7.235 0.01 0.00 0.01 -0.116
C 3.778 -3.566 5.951 -0.01 0.01 -0.01 -0.051
N 2.155 -1.687 2.651 -0.02 -0.19 -0.07 0.053
N 1.824 -0.700 1.998 -0.10 0.10 -0.07 0.041
C 1.986 0.547 2.683 -0.08 -0.20 -0.05 -0.239
C 2.374 0.641 4.018 0.05 0.08 0.01 -0.017
C 2.489 1.894 4.592 0.00 -0.01 -0.01 -0.086
C 2.228 3.036 3.839 0.01 0.02 0.01 -0.086
C 1.835 2.930 2.514 -0.02 -0.02 -0.05 -0.061
C 1.696 1.675 1.932 0.02 0.12 0.04 0.001
H 4.189 -4.388 3.576 -0.06 -0.04 0.03 0.119
H 0.852 -3.244 4.269 0.00 -0.01 -0.01 0.089
H 0.048 -2.850 6.538 0.00 0.00 0.01 0.099
H 1.605 -2.906 8.470 0.00 0.00 0.00 0.088
H 4.011 -3.381 8.063 0.00 0.00 0.00 0.094
H 4.832 -3.753 5.779 0.00 0.00 -0.01 0.103
H 2.577 -0.262 4.580 0.00 -0.01 -0.01 0.103
H 2.785 1.985 5.630 0.00 0.00 0.00 0.098
H 2.326 4.015 4.293 0.01 0.00 0.00 0.097
H 1.631 3.818 1.930 0.00 0.01 0.02 0.085
H 1.366 1.557 0.906 0.07 -0.06 -0.09 0.103
C -4.296 4.044 -3.025 -0.02 0.02 -0.01 -0.063
C -3.206 3.134 -2.525 0.00 -0.11 -0.01 -0.280
C -1.973 3.609 -2.108 0.07 0.01 -0.01 -0.005
C -0.954 2.764 -1.695 -0.10 0.00 -0.06 -0.088
C 0.341 3.409 -1.373 0.12 0.05 0.03 -0.301
O 1.411 3.070 -1.831 -0.01 -0.06 -0.05 0.101
C 0.312 4.591 -0.431 0.02 -0.04 0.04 -0.158
C 1.324 5.543 -0.520 0.02 -0.02 0.02 -0.022
C 1.385 6.586 0.389 0.01 -0.01 -0.01 -0.083
C 0.444 6.675 1.409 -0.02 0.00 0.01 -0.097
C -0.560 5.723 1.510 -0.02 0.01 0.00 -0.080
C -0.631 4.690 0.586 -0.03 0.01 -0.01 -0.035
C -1.114 1.336 -1.613 -0.04 0.01 -0.08 -0.315
O -0.127 0.642 -1.208 -0.05 0.01 0.18 -0.168
C -2.443 0.861 -1.953 0.03 -0.05 0.01 -0.068
C -3.396 1.765 -2.424 -0.06 0.09 -0.03 0.005
C -2.914 -0.518 -1.706 0.01 0.07 0.00 -0.218
N -2.122 -1.430 -1.307 0.01 -0.02 0.08 0.022
C -2.584 -2.715 -0.827 0.00 -0.03 -0.02 -0.305
C -2.894 -2.664 0.672 0.00 0.01 -0.04 -0.435
Te -1.593 -1.404 1.837 -0.09 0.05 0.24 1.327
C -3.041 0.148 1.959 0.05 0.04 -0.02 -0.528
C -2.777 1.363 1.334 -0.03 0.02 -0.02 -0.135
C -3.729 2.377 1.335 0.00 0.00 0.00 -0.082
C -4.946 2.188 1.976 0.00 0.00 0.01 -0.098
C -5.206 0.987 2.624 0.01 0.00 -0.01 -0.106
C -4.257 -0.027 2.617 -0.01 -0.01 0.01 -0.157
C -4.384 -0.798 -1.874 -0.01 -0.03 -0.03 -0.197
C -4.828 -1.514 -2.981 -0.01 0.01 0.00 -0.036
C -6.173 -1.824 -3.125 0.00 0.00 0.00 -0.084
C -7.086 -1.424 -2.159 0.01 0.00 0.00 -0.098
C -6.647 -0.706 -1.053 -0.01 0.00 -0.01 -0.072
C -5.304 -0.390 -0.915 0.01 -0.01 0.02 -0.023
H -3.966 5.084 -3.019 0.00 0.00 0.00 0.068
H -5.194 3.979 -2.404 0.00 -0.01 0.00 0.071
H -4.591 3.800 -4.048 0.01 0.00 0.00 0.073
H -1.782 4.679 -2.130 0.00 0.00 0.01 0.125
H 2.064 5.435 -1.303 0.00 0.00 0.01 0.117
H 2.172 7.326 0.312 0.00 0.00 0.00 0.099
H 0.498 7.483 2.128 0.00 0.00 0.00 0.097
H -1.285 5.778 2.313 0.00 0.00 0.00 0.103
H -1.403 3.935 0.668 0.02 0.02 0.00 0.092
H -4.370 1.378 -2.702 0.01 0.00 0.00 0.119
H -1.776 -3.429 -1.000 0.00 0.00 -0.01 0.089
H -3.477 -3.087 -1.342 0.00 0.02 0.01 0.107
H -2.855 -3.659 1.111 -0.01 -0.01 -0.01 0.043
H -3.884 -2.240 0.844 0.00 -0.02 0.02 0.034
H -1.838 1.506 0.814 0.00 -0.01 0.02 0.081
H -3.527 3.303 0.810 -0.02 -0.01 0.00 0.096
H -5.691 2.974 1.969 0.00 0.00 0.00 0.098
H -6.151 0.838 3.133 0.00 0.00 0.00 0.098
H -4.470 -0.963 3.121 0.01 0.00 0.00 0.095
H -4.110 -1.829 -3.731 0.00 0.00 0.00 0.122
H -6.508 -2.380 -3.992 0.00 0.00 0.00 0.099
H -8.135 -1.668 -2.268 0.00 0.00 0.00 0.095
H -7.353 -0.386 -0.297 0.00 0.00 0.00 0.101
H -4.964 0.187 -0.063 0.00 0.00 0.00 0.096
C 5.517 0.719 0.036 0.01 -0.02 0.01 -0.106
C 4.606 1.385 -0.771 -0.04 0.01 0.03 -0.088
C 3.565 0.688 -1.371 -0.06 0.06 0.09 -0.103
C 3.419 -0.688 -1.188 0.03 -0.04 0.04 -0.276
C 4.349 -1.343 -0.374 0.00 -0.01 -0.01 -0.110
C 5.384 -0.650 0.237 0.00 0.01 -0.01 -0.097
Si 1.929 -1.629 -1.860 -0.07 0.17 0.09 0.656
C 1.353 -0.809 -3.472 -0.02 0.01 -0.03 -0.259
C 2.198 -0.092 -4.320 0.04 0.00 0.04 -0.104
C 1.732 0.477 -5.499 -0.03 0.00 -0.02 -0.095
C 0.400 0.336 -5.860 0.02 0.00 0.00 -0.106
C -0.458 -0.375 -5.032 0.00 -0.01 0.00 -0.091
C 0.016 -0.935 -3.855 0.00 -0.01 -0.03 -0.109
C 2.689 -3.280 -2.442 0.00 -0.02 -0.01 -0.261
C 3.762 -3.135 -3.333 0.02 0.00 0.03 -0.105
C 4.430 -4.227 -3.863 -0.01 -0.03 -0.01 -0.097
C 4.041 -5.514 -3.513 0.01 0.04 -0.01 -0.112
C 2.981 -5.685 -2.638 -0.04 -0.01 0.01 -0.100
C 2.316 -4.581 -2.112 -0.08 0.04 -0.03 -0.116
H 6.322 1.263 0.516 0.00 0.00 0.00 0.091
H 4.686 2.456 -0.920 0.01 0.00 0.00 0.098
H 2.835 1.232 -1.955 -0.03 0.03 -0.02 0.075
H 4.256 -2.412 -0.206 0.00 0.00 -0.01 0.101
H 6.084 -1.176 0.876 0.00 0.00 0.00 0.094
H 3.240 0.052 -4.052 0.00 -0.02 0.00 0.092
H 2.409 1.040 -6.130 0.00 0.00 0.00 0.094
H 0.031 0.787 -6.774 0.00 0.00 0.00 0.091
H -1.506 -0.477 -5.295 0.00 0.01 0.00 0.094
H -0.673 -1.450 -3.196 0.01 -0.01 -0.02 0.073
H 4.092 -2.142 -3.618 -0.01 0.01 0.01 0.093
H 5.257 -4.073 -4.546 0.00 0.00 0.00 0.095
H 4.560 -6.373 -3.921 0.00 0.00 0.01 0.091
H 2.666 -6.681 -2.353 0.01 0.00 -0.01 0.095
H 1.501 -4.746 -1.422 -0.02 0.02 0.04 0.040
```
Positions in Å, forces in eV/Å.

Summary:
- 2S+1 = 1
- E_tot (eV) = -104065.0028
- charge = -1

***

Computed, not measured: a cluster of 13 separate species, C60H52O32 in total in a non-equilibrium geometry, with the ωB97M-V functional and the def2-TZVPD basis.

XYZ file:
```
144
Properties=species:S:1:pos:R:3:forces:R:3:lowdin_charge:R:1
C -2.198 3.260 -0.239 0.66 2.20 -2.47 0.051
C -1.156 4.020 -0.658 -1.17 -1.11 1.00 0.032
C -1.142 4.867 -1.891 -0.02 -1.22 1.06 -0.422
O -0.129 5.494 -2.035 0.88 1.20 -0.99 0.098
C -2.276 4.821 -2.803 -2.52 -0.24 -0.53 0.009
C -3.417 4.222 -2.371 1.16 -0.07 0.71 0.063
C -3.448 3.444 -1.040 1.93 0.84 -1.08 -0.371
O -4.466 2.984 -0.644 -2.43 -0.85 0.61 0.118
H -2.264 2.597 0.583 0.11 -0.42 0.76 0.088
H -0.215 4.082 -0.135 0.19 -0.14 0.13 0.111
H -2.272 5.279 -3.811 0.38 -0.08 0.88 0.137
H -4.374 4.200 -2.903 0.54 0.01 0.03 0.124
C -4.402 -2.951 3.895 0.46 0.50 -1.10 0.046
C -3.691 -4.033 3.597 -4.01 -1.38 -0.63 0.000
C -2.338 -4.097 3.913 4.07 -0.98 -0.77 -0.392
O -1.669 -5.103 3.630 -0.73 1.21 0.71 0.082
C -1.691 -2.915 4.549 -0.26 -1.02 0.39 0.016
C -2.398 -1.864 4.935 0.80 -0.29 -0.72 0.023
C -3.747 -1.708 4.342 0.86 -0.62 2.56 -0.390
O -4.306 -0.655 4.477 -1.17 1.14 -0.74 0.108
H -5.432 -2.837 3.673 -0.90 -0.12 -0.17 0.114
H -4.195 -4.963 3.180 0.84 1.30 0.55 0.161
H -0.669 -3.062 4.818 0.59 -0.05 0.23 0.102
H -1.906 -1.140 5.575 -0.49 0.46 -0.30 0.129
C 2.922 -4.321 -3.336 -1.76 -1.89 0.80 0.014
C 2.460 -3.076 -3.304 -0.31 0.82 0.34 0.038
C 3.388 -1.894 -3.406 0.67 0.55 0.43 -0.323
O 3.044 -0.715 -3.275 0.05 -1.83 -0.26 0.061
C 4.849 -2.238 -3.541 -0.24 -0.42 -0.47 0.032
C 5.268 -3.512 -3.632 -1.29 1.13 0.74 0.033
C 4.327 -4.650 -3.389 2.03 1.41 -0.30 -0.408
O 4.815 -5.712 -3.095 -0.49 -0.87 -0.02 0.127
H 2.314 -5.246 -3.102 0.24 1.36 -0.42 0.150
H 1.418 -2.865 -3.039 0.30 -0.09 -0.40 0.115
H 5.548 -1.406 -3.554 -0.15 -0.05 0.07 0.117
H 6.295 -3.754 -3.570 0.97 -0.26 -0.33 0.108
C 2.298 -0.694 3.176 -0.60 0.92 1.93 0.039
C 2.804 -0.586 1.958 0.48 -2.10 -0.23 0.021
C 3.425 -1.869 1.416 0.82 0.59 -0.71 -0.342
O 4.191 -1.942 0.469 -0.51 0.94 -0.13 0.100
C 3.240 -3.144 2.126 -0.70 1.10 1.32 0.030
C 2.743 -3.206 3.361 0.22 -0.30 -1.73 0.008
C 2.258 -2.012 4.004 -1.27 1.40 1.48 -0.338
O 1.772 -2.084 5.141 0.69 0.71 -1.87 0.068
H 1.936 0.269 3.652 0.24 -1.53 -0.22 0.138
H 2.808 0.344 1.411 0.28 -0.03 -0.15 0.093
H 3.628 -3.974 1.617 0.33 -1.08 -0.67 0.110
H 2.582 -4.163 3.783 0.00 -0.59 0.95 0.111
C 6.555 2.649 1.334 -0.22 1.13 1.06 0.004
C 7.126 1.627 0.759 0.19 -1.37 -0.61 0.013
C 6.411 0.778 -0.234 0.32 -0.84 -0.54 -0.343
O 6.945 -0.129 -0.874 -0.74 1.34 0.95 0.089
C 4.965 1.130 -0.412 -0.10 1.16 -0.23 0.033
C 4.433 2.291 0.051 0.37 -2.23 -0.14 0.030
C 5.222 3.155 0.940 0.15 1.16 -0.73 -0.372
O 4.884 4.307 1.177 -0.05 -0.54 0.21 0.094
H 7.143 3.155 2.097 -0.55 0.37 -0.10 0.134
H 8.108 1.385 1.105 0.55 -0.54 -0.30 0.117
H 4.382 0.508 -1.079 0.05 -0.21 0.03 0.104
H 3.395 2.462 -0.199 0.01 0.60 0.17 0.094
C 1.229 7.623 -0.084 -0.24 1.15 -0.12 0.030
C 0.895 8.413 -1.117 0.46 -1.17 0.73 0.008
C -0.393 9.100 -1.169 -2.02 0.20 -0.10 -0.372
O -0.695 9.809 -2.106 0.31 0.12 -0.05 0.104
C -1.472 8.830 -0.116 1.87 -0.63 -0.34 0.035
C -1.184 8.020 0.894 2.27 0.06 -1.14 0.031
C 0.221 7.396 0.997 -1.03 -0.09 -0.34 -0.336
O 0.416 6.587 1.876 0.23 0.13 0.31 0.070
H 2.236 7.195 -0.021 -0.64 -0.26 0.12 0.131
H 1.509 8.435 -2.004 0.15 0.50 -0.05 0.127
H -2.446 9.208 -0.306 -0.58 0.51 -0.17 0.108
H -1.872 7.689 1.610 -0.85 -0.36 1.04 0.097
C -0.967 0.035 1.532 0.87 1.83 -0.24 0.045
C -0.142 0.979 1.038 -0.82 -1.47 -0.37 0.018
C 0.647 0.617 -0.136 0.24 -0.95 -1.06 -0.363
O 1.469 1.373 -0.620 -0.09 0.13 -0.05 0.074
C 0.439 -0.770 -0.738 1.00 1.05 -1.11 0.044
C -0.280 -1.698 -0.158 -0.51 0.55 0.16 0.025
C -1.048 -1.334 1.021 0.68 -0.86 0.35 -0.375
O -1.628 -2.208 1.620 -0.93 -0.20 0.72 0.133
H -1.546 0.293 2.373 -0.88 -0.08 0.91 0.111
H -0.070 2.003 1.360 0.05 0.10 0.44 0.114
H 0.880 -0.999 -1.717 0.32 0.55 0.60 0.103
H -0.402 -2.685 -0.539 -0.09 -0.64 -0.20 0.091
C 1.294 1.524 -3.831 2.55 -0.30 -0.62 -0.152
C 0.627 2.832 -4.128 1.36 1.46 0.53 -0.117
O -0.607 2.694 -3.483 -2.02 -0.58 0.27 0.027
C -0.808 1.394 -3.076 0.30 0.90 -0.10 -0.548
O -1.741 0.950 -2.485 -0.52 0.51 -0.06 0.173
O 0.253 0.697 -3.402 0.30 -1.51 -0.01 0.072
H 2.093 1.576 -3.075 -0.63 0.02 0.04 0.116
H 1.799 1.078 -4.704 -0.53 0.09 0.25 0.136
H 0.602 3.027 -5.209 -0.71 0.05 0.29 0.137
H 1.103 3.701 -3.605 -0.05 -0.69 -0.72 0.142
C -3.813 -2.202 -2.217 1.02 0.77 1.15 -0.132
C -4.820 -1.101 -2.369 -0.18 1.81 0.86 -0.124
O -4.983 -1.056 -3.776 0.07 0.09 -0.35 0.088
C -4.676 -2.270 -4.211 -1.36 -2.01 -2.18 -0.598
O -4.992 -2.735 -5.271 0.32 0.72 -0.16 0.138
O -4.095 -3.066 -3.296 -0.04 0.57 0.32 0.063
H -4.024 -2.649 -1.273 0.44 -0.83 0.61 0.128
H -2.761 -1.869 -2.319 -0.56 0.01 0.35 0.143
H -4.513 -0.091 -2.006 0.04 -0.97 -0.27 0.132
H -5.797 -1.326 -1.898 0.43 -0.13 -0.23 0.145
C 2.897 5.529 3.611 -0.98 -0.24 1.40 -0.088
C 2.038 4.516 2.806 0.74 2.61 -1.97 -0.171
O 2.606 3.262 3.098 0.64 0.13 0.10 0.046
C 3.862 3.481 3.599 0.86 -1.11 1.32 -0.572
O 4.677 2.608 3.776 -1.02 0.70 -0.54 0.134
O 4.060 4.747 4.016 -1.43 -0.01 -0.84 0.067
H 2.290 5.858 4.479 0.82 -0.24 0.02 0.131
H 3.239 6.434 3.114 -0.05 -0.35 -0.43 0.125
H 2.228 4.859 1.765 0.04 -1.12 0.13 0.108
H 0.952 4.647 2.863 0.40 -0.75 0.94 0.112
C -1.911 -5.723 -4.053 2.30 -0.87 1.05 0.003
C -2.423 -6.801 -3.104 0.81 0.85 0.79 -0.104
O -2.424 -6.043 -1.867 -0.27 -0.13 0.19 0.029
C -1.360 -5.188 -1.861 -1.82 -1.48 -1.04 -0.633
O -0.928 -4.747 -0.857 0.96 0.98 1.27 0.143
O -0.947 -4.935 -3.091 -1.35 -0.80 -2.14 0.056
H -2.748 -5.122 -4.394 0.44 0.54 -0.04 0.114
H -1.253 -6.167 -4.832 -0.57 0.81 0.35 0.139
H -1.763 -7.655 -2.862 -0.23 0.30 -0.85 0.129
H -3.422 -7.090 -3.406 -0.21 -0.14 0.39 0.129
C 1.144 -6.980 1.654 0.14 -1.31 1.41 -0.141
C -0.344 -6.768 1.603 -1.33 -0.12 -0.51 -0.091
O -0.698 -7.517 0.391 0.51 -0.03 -0.01 0.058
C 0.386 -7.525 -0.394 0.66 0.63 -0.64 -0.559
O 0.431 -7.697 -1.585 -0.46 -0.26 0.79 0.137
O 1.510 -7.208 0.320 -0.38 -0.17 -0.90 0.060
H 1.418 -7.880 2.276 -0.29 0.76 -0.59 0.149
H 1.682 -6.144 2.040 0.35 0.68 0.19 0.107
H -0.685 -5.734 1.392 0.42 -0.55 0.43 0.119
H -0.910 -7.222 2.430 0.32 0.41 -0.32 0.129
C -5.380 2.312 2.456 -1.62 -0.53 0.64 -0.120
C -6.553 1.294 2.231 0.84 -0.12 0.48 -0.045
O -5.943 0.419 1.202 -1.41 0.85 -0.01 0.060
C -4.628 0.614 1.172 0.23 -0.26 0.57 -0.603
O -3.851 -0.013 0.514 -0.09 0.08 -0.06 0.149
O -4.270 1.538 2.085 1.02 0.32 -0.38 0.022
H -5.273 2.646 3.499 -0.02 -0.33 -0.36 0.138
H -5.501 3.183 1.816 0.18 -0.01 -0.23 0.116
H -7.530 1.767 1.981 0.94 -0.55 -0.55 0.136
H -6.713 0.617 3.086 0.15 0.47 -0.14 0.122
```
Positions in Å, forces in eV/Å.

Summary:
- 2S+1 = 1
- E_tot (eV) = -128573.7180
- charge = 0

***

Going through the records in order, we get E_LUMO values of 2.024 -1.645 eV.